{
  "formula": "C28H30BBr2CuN4O3Se",
  "method": "the ωB97M-V functional and the def2-TZVPD basis",
  "elements": ["Cu", "Br", "C", "C", "C", "Br", "C", "C", "C", "C", "N", "C", "C", "O", "H", "H", "H", "H", "C", "C", "C", "C", "C", "C", "C", "C", "N", "H", "H", "H", "H", "H", "H", "C", "N", "C", "C", "N", "C", "C", "Se", "H", "H", "H", "H", "H", "H", "H", "H", "C", "C", "C", "O", "B", "O", "C", "C", "C", "H", "H", "H", "H", "H", "H", "H", "H", "H", "H", "H", "H"],
  "xyz": [[-7.5068, -14.9814, -6.9985], [-8.5158, -15.8026, -12.1147], [-8.1173, -17.0421, -10.7082], [-7.9653, -18.3233, -11.1421], [-7.5819, -19.2821, -10.2729], [-7.2929, -21.0784, -10.8881], [-7.3872, -19.0541, -8.9365], [-6.8572, -19.8992, -7.9505], [-6.6934, -19.5914, -6.5978], [-7.0419, -18.2417, -6.2700], [-7.4350, -17.3111, -7.1431], [-7.6444, -17.6936, -8.4411], [-8.0069, -16.6176, -9.3669], [-8.1729, -15.4242, -8.9590], [-8.0572, -18.5136, -12.2167], [-6.5341, -20.9221, -8.2486], [-6.3124, -20.3506, -5.9194], [-6.8876, -17.9275, -5.2267], [-7.6314, -14.3831, -5.0609], [-6.7078, -14.9768, -4.1531], [-5.5265, -14.3084, -3.8332], [-4.7053, -14.7786, -2.8695], [-4.9931, -15.9517, -2.1355], [-6.1906, -16.6329, -2.4052], [-7.0172, -16.1237, -3.3471], [-4.1287, -16.3690, -1.0899], [-3.4717, -16.6539, -0.1863], [-7.4538, -13.3507, -5.1937], [-8.6829, -14.7234, -5.0748], [-5.2069, -13.4897, -4.4628], [-3.7613, -14.2856, -2.5719], [-6.3992, -17.5664, -1.8834], [-7.8161, -16.7741, -3.6187], [-3.5913, -16.9553, -6.5336], [-4.1224, -17.3812, -7.8366], [-4.7840, -16.6273, -8.7879], [-4.7618, -17.3237, -9.9376], [-4.0973, -18.4759, -9.6822], [-3.9929, -19.6144, -10.6330], [-3.7112, -18.5554, -8.3639], [-2.8903, -20.0723, -7.6715], [-3.6278, -15.8379, -6.3926], [-2.5565, -17.3649, -6.4725], [-4.1796, -17.4431, -5.7656], [-5.2277, -15.6695, -8.5588], [-5.1715, -17.1746, -10.8920], [-4.8164, -19.5945, -11.2927], [-3.9802, -20.4895, -10.0646], [-2.9453, -19.5994, -11.0334], [-4.5924, -12.2260, -10.6409], [-4.5697, -12.6269, -9.1754], [-3.2206, -13.2813, -8.9531], [-5.6301, -13.6510, -8.9268], [-6.2301, -13.4284, -7.6880], [-5.7760, -12.2758, -7.1495], [-4.9415, -11.5503, -8.0655], [-5.7453, -10.3685, -8.6286], [-3.7239, -10.9858, -7.4035], [-4.4019, -13.1749, -11.2175], [-3.7577, -11.6123, -10.9094], [-5.5855, -11.7884, -10.9091], [-2.9951, -14.2443, -9.5102], [-3.2648, -13.7517, -7.9766], [-2.2598, -12.6759, -9.0559], [-6.6923, -10.6826, -9.2047], [-5.0890, -9.6920, -9.2261], [-6.1199, -9.8505, -7.7435], [-3.2437, -11.7615, -6.8208], [-4.0261, -10.1953, -6.6814], [-3.0076, -10.6436, -8.1343]],
  "atomic_forces_ev_per_a": [[0.5, 0.1, -0.8], [0.0, 0.2, 0.4], [-0.5, 1.7, 0.1], [0.3, -0.6, -1.2], [0.2, -2.1, -0.8], [-0.1, 0.1, -0.3], [0.0, 2.9, 2.9], [0.7, -2.3, 0.8], [-1.0, 1.5, -2.2], [0.6, -0.3, 0.6], [-0.1, -1.3, -0.1], [0.4, -0.7, -0.3], [-0.1, 0.1, 0.2], [0.1, -0.3, 0.2], [-0.1, -0.2, 0.5], [-0.3, 0.8, 0.1], [0.0, 0.5, 0.0], [-0.2, 0.1, -0.6], [-0.4, -1.2, -0.9], [-1.3, -0.5, 1.3], [0.4, 0.2, -1.0], [1.6, -0.8, 1.7], [-0.3, 0.5, -0.3], [1.3, 0.0, 0.6], [0.0, 0.0, -1.5], [0.1, 0.1, 0.4], [0.1, -0.1, -0.1], [-0.2, 1.1, -0.1], [0.4, 0.3, 0.5], [-0.1, 0.3, 0.1], [-0.6, -0.1, -0.5], [-0.1, 0.3, -0.1], [-1.1, 0.1, -0.2], [0.1, 0.3, -0.1], [0.9, -0.1, 0.5], [0.0, 0.8, 0.2], [0.3, 0.1, 0.7], [0.3, -2.2, 0.2], [2.3, 2.0, 0.9], [-0.4, -0.3, -1.7], [0.1, 0.6, 0.4], [0.0, -1.2, -0.4], [-0.7, 0.5, 0.1], [-0.1, 0.1, 0.3], [0.1, -0.1, -0.1], [-0.6, 0.5, -0.8], [-0.5, 0.1, -1.0], [-0.4, -1.5, 1.0], [-1.1, 0.2, -0.4], [-1.5, -1.2, -0.3], [-0.5, -0.5, 0.0], [1.7, -1.8, 0.5], [1.0, 0.9, -0.5], [-0.3, -1.4, -0.8], [0.5, 1.3, 0.9], [-0.2, -0.1, -1.8], [-1.2, -0.4, -0.5], [-0.2, 0.0, 1.5], [-0.6, 0.8, 0.4], [0.3, 0.9, 0.0], [1.0, -0.3, -0.1], [-0.8, 1.3, -0.3], [0.4, 0.4, 0.8], [-1.6, -0.4, 0.2], [1.6, 0.4, 0.6], [-0.7, -0.5, 0.3], [0.1, 0.3, -0.1], [0.2, -0.2, 0.2], [0.3, -0.3, -0.6], [0.1, 0.4, -0.2]],
  "nbo_charge": [0.94, 0.01, -0.17, -0.25, -0.12, -0.01, -0.16, -0.13, -0.26, 0.05, -0.53, 0.19, 0.34, -0.75, 0.24, 0.23, 0.24, 0.20, -0.79, 0.01, -0.27, -0.14, -0.27, -0.17, -0.22, 0.30, -0.38, 0.22, 0.21, 0.22, 0.21, 0.21, 0.19, -0.41, -0.38, -0.09, -0.07, -0.37, -0.41, 0.25, -0.38, 0.22, 0.23, 0.22, 0.28, 0.23, 0.22, 0.24, 0.21, -0.63, 0.24, -0.66, -0.78, 0.62, -0.77, 0.22, -0.63, -0.63, 0.23, 0.21, 0.22, 0.23, 0.21, 0.21, 0.22, 0.21, 0.22, 0.22, 0.21, 0.21],
  "s_squared": 0.76,
  "charge": -1,
  "lumo_energy_ha": [0.085, 0.078],
  "multiplicity": 2
}

{
  "formula": "C28H30BCo2NO8S",
  "method": "the ωB97M-V functional and the def2-TZVPD basis",
  "elements": ["C", "C", "C", "C", "C", "B", "C", "C", "C", "C", "N", "C", "C", "C", "C", "O", "C", "C", "C", "C", "C", "C", "O", "S", "H", "H", "H", "H", "H", "H", "H", "H", "H", "H", "H", "H", "H", "H", "H", "H", "H", "H", "H", "H", "H", "H", "H", "H", "H", "H", "H", "O", "C", "Co", "C", "O", "C", "O", "C", "C", "C", "Co", "C", "O", "C", "O", "C", "O", "H", "H", "H"],
  "xyz": [[-5.6806, -0.0451, -4.0342], [-4.3959, 0.2172, -3.3463], [-4.0102, 1.3724, -2.6923], [-2.6636, 1.3133, -2.1762], [-2.0697, 0.1011, -2.4226], [-0.5210, -0.3680, -2.1938], [-0.5037, -1.0217, -0.6821], [-0.5755, -0.2200, 0.4440], [-0.5273, -0.7825, 1.7178], [-0.4377, -2.1926, 1.8735], [-0.4315, -2.7541, 3.1156], [-0.0851, -4.1352, 3.3595], [-0.7807, -2.0044, 4.2982], [-0.3848, -3.0003, 0.7070], [-0.4155, -2.4017, -0.5515], [-0.2159, -1.3691, -3.1749], [1.0235, -0.9744, -3.7120], [2.1429, -1.5719, -2.8572], [1.1262, -1.4642, -5.1474], [0.9549, 0.6363, -3.5481], [2.3145, 1.3115, -3.4780], [0.1265, 1.2576, -4.6620], [0.2970, 0.8023, -2.3058], [-3.0956, -0.9479, -3.3488], [-6.3158, 0.8406, -3.9527], [-5.5125, -0.2572, -5.0966], [-6.1975, -0.8968, -3.5773], [-4.6586, 2.2434, -2.5955], [-2.1841, 2.1329, -1.6519], [-0.6632, 0.8577, 0.3532], [-0.5296, -0.1285, 2.5909], [0.5942, -4.5256, 2.5936], [0.4094, -4.1849, 4.3401], [-0.9867, -4.7662, 3.3813], [-1.4118, -1.1476, 4.0444], [-1.3338, -2.6709, 4.9724], [0.1196, -1.6389, 4.8170], [-0.3199, -4.0853, 0.7901], [-0.3682, -3.0315, -1.4368], [3.1040, -1.4520, -3.3697], [2.1915, -1.0847, -1.8723], [1.9640, -2.6431, -2.7059], [2.0700, -1.1220, -5.5912], [1.1070, -2.5583, -5.1624], [0.2839, -1.1115, -5.7509], [2.8579, 1.1464, -4.4159], [2.1785, 2.3862, -3.3231], [2.8988, 0.9260, -2.6363], [0.6875, 1.2037, -5.6046], [-0.8456, 0.7571, -4.7750], [-0.0514, 2.3154, -4.4323], [2.9305, 7.3634, 4.1064], [3.2520, 6.5451, 3.3564], [3.8530, 5.4261, 2.1459], [3.3949, 6.3012, 0.6824], [3.2277, 6.9610, -0.2518], [5.5435, 5.9465, 2.3700], [6.6522, 6.2510, 2.4612], [2.5847, 3.8727, 2.5612], [1.6157, 3.3813, 1.7112], [0.3441, 3.0059, 1.4771], [3.3039, 3.2420, 1.0270], [2.7551, 3.8870, -0.5268], [2.3574, 4.2986, -1.5317], [3.4328, 1.5473, 0.4904], [3.3392, 0.4494, 0.1314], [5.0825, 3.8319, 1.0041], [6.1939, 3.6762, 0.6987], [2.6022, 3.6591, 3.6357], [0.0367, 2.7520, 0.4638], [-0.4035, 2.9920, 2.2795]],
  "atomic_forces_ev_per_a": [[-0.2, 0.0, -0.1], [0.9, 0.5, 0.5], [0.4, -0.4, -0.1], [-1.2, -0.4, -0.2], [0.2, -0.3, -0.2], [-1.8, -0.1, 1.5], [0.1, 0.8, -1.7], [-0.2, -0.3, 1.7], [0.0, 0.5, -0.5], [-0.1, 0.0, 0.0], [0.1, 0.2, -0.2], [0.0, -0.2, 0.0], [0.0, 0.1, 0.1], [0.2, 0.2, -0.7], [-0.2, -1.3, 1.4], [0.4, 0.0, -0.5], [0.2, 0.8, -0.1], [0.2, 0.1, 0.0], [0.1, 0.1, 0.0], [0.5, -0.7, -0.2], [0.0, -0.1, 0.0], [0.0, 0.1, -0.3], [1.2, 0.0, -0.2], [-0.5, 0.8, 0.5], [0.0, -0.1, -0.1], [-0.2, 0.0, 0.1], [0.0, 0.1, -0.2], [0.1, -0.2, -0.1], [0.0, -0.2, -0.1], [0.0, -0.2, -0.1], [0.0, -0.2, -0.3], [-0.1, 0.2, 0.3], [-0.1, -0.1, -0.3], [0.2, 0.0, 0.1], [0.1, -0.3, 0.1], [0.1, 0.2, -0.1], [-0.2, 0.0, 0.0], [0.0, 0.3, 0.0], [-0.1, 0.2, 0.1], [0.0, 0.0, 0.2], [0.0, -0.2, -0.3], [0.0, 0.2, -0.1], [-0.2, -0.1, -0.1], [0.1, 0.1, 0.0], [0.2, 0.0, 0.1], [0.1, 0.1, 0.2], [0.0, -0.1, -0.1], [0.0, 0.0, -0.2], [-0.3, 0.0, 0.1], [0.3, 0.1, 0.0], [0.0, -0.2, 0.0], [0.6, -1.5, -1.7], [-1.1, 1.2, 2.5], [0.0, -1.3, -0.2], [-0.2, 1.6, -2.8], [0.2, -1.2, 1.9], [2.5, 0.7, 0.0], [-2.2, -0.5, 0.0], [-1.4, 1.3, 3.0], [-1.9, 0.0, 0.8], [0.5, 0.4, 0.1], [2.8, 0.8, -2.7], [-1.2, 0.5, -3.5], [1.0, -1.0, 2.7], [-0.6, -3.3, -0.9], [0.4, 3.1, 1.0], [2.0, -1.7, -0.7], [-2.0, 0.9, 0.7], [0.2, -0.2, -0.4], [0.1, -0.4, 0.3], [0.2, 0.5, -0.4]],
  "mulliken_charge": [-1.24, 0.55, -0.68, -1.06, 0.29, 1.88, -0.14, -0.54, -0.86, 1.39, 0.17, -1.20, -1.10, -0.70, -0.57, -0.74, 1.47, -1.71, -1.93, 1.54, -1.66, -1.88, -0.36, -0.23, 0.34, 0.28, 0.28, 0.33, 0.40, -0.03, 0.38, 0.39, 0.42, 0.33, 0.34, 0.42, 0.31, 0.36, 0.51, 0.38, 0.16, 0.41, 0.31, 0.47, 0.40, 0.31, 0.35, 0.22, 0.43, 0.22, 0.39, -0.31, 0.36, -0.12, 0.19, -0.31, 0.39, -0.30, -0.69, 0.67, -0.77, 0.20, 0.13, -0.30, 0.33, -0.36, 0.38, -0.35, 0.51, 0.21, 0.34],
  "e_above_lowest_ev": 0.000,
  "charge": 0,
  "lumo_energy_ha": -0.163
}

Short version: max |F| = 0.0801; 0.0771 Eh/bohr, in the order given.